(1)
C28H26F3NO4 in the gas phase. Source: the Open Molecules 2025 dataset; level of theory: ωB97M-V/def2-TZVPD.

Structure (XYZ):
```
62
Properties=species:S:1:pos:R:3:lowdin_charge:R:1
O -0.576 -3.576 -0.019 0.077
C -0.836 -2.495 0.474 -0.439
N -0.332 -2.067 1.650 0.094
C 0.605 -2.870 2.393 -0.113
C 2.055 -2.580 2.081 -0.205
C 3.038 -2.975 2.984 -0.072
C 4.377 -2.763 2.704 -0.078
C 4.749 -2.154 1.517 -0.092
C 3.776 -1.764 0.613 -0.081
C 2.437 -1.974 0.893 -0.035
C -1.761 -1.528 -0.191 -0.162
C -2.084 -1.679 -1.476 0.025
C -3.030 -0.752 -2.171 -0.231
C -2.324 0.298 -3.002 -0.179
C -0.954 0.509 -2.908 -0.013
C -0.342 1.501 -3.648 0.000
C -1.101 2.294 -4.498 -0.125
C -0.420 3.359 -5.305 -0.587
F 0.524 4.013 -4.603 0.133
F -1.261 4.295 -5.769 0.135
F 0.211 2.856 -6.387 0.135
C -2.467 2.081 -4.620 -0.001
C -3.067 1.085 -3.874 -0.016
C -3.912 -0.101 -1.094 -0.042
C -3.037 0.456 0.030 -0.333
O -2.283 1.503 -0.492 -0.058
C -1.716 2.386 0.463 -0.124
C -0.535 1.818 1.208 -0.204
C -0.642 1.434 2.539 -0.040
C 0.472 1.000 3.236 -0.030
C 1.713 0.942 2.617 -0.204
C 2.944 0.596 3.421 -0.209
O 2.690 -0.246 4.518 -0.059
C 1.809 1.267 1.270 -0.034
C 0.696 1.700 0.573 -0.015
O -2.232 -0.537 0.632 0.023
H -0.528 -1.125 1.954 0.119
H 0.414 -2.748 3.463 0.131
H 0.402 -3.913 2.117 0.136
H 2.753 -3.469 3.902 0.121
H 5.129 -3.074 3.413 0.108
H 5.793 -1.989 1.296 0.103
H 4.060 -1.297 -0.319 0.107
H 1.685 -1.675 0.179 0.112
H -1.647 -2.499 -2.020 0.134
H -3.675 -1.332 -2.842 0.155
H -0.364 -0.101 -2.242 0.113
H 0.722 1.669 -3.567 0.123
H -3.052 2.693 -5.290 0.120
H -4.130 0.920 -3.972 0.120
H -4.581 -0.850 -0.668 0.136
H -4.499 0.719 -1.505 0.127
H -3.668 0.824 0.861 0.168
H -1.401 3.251 -0.127 0.137
H -2.493 2.698 1.176 0.129
H -1.597 1.500 3.041 0.118
H 0.395 0.731 4.279 0.118
H 3.344 1.521 3.853 0.134
H 3.713 0.167 2.766 0.110
H 2.496 -1.131 4.183 0.049
H 2.767 1.206 0.775 0.114
H 0.778 1.973 -0.468 0.114
```

Computed properties:
ΔE to the lowest compared entry with this formula, charge and spin in kcal/mol: 0.0
M in g/mol: 497.5
Total energy in eV: -47291.723
HOMO in eV: -9.0776
Orbital gap in eV: 9.66


(2)
A molecular structure, C28H26FN8O4STi. Source: the Open Molecules 2025 dataset; level of theory: ωB97M-V/def2-TZVPD.

Structure (XYZ):
```
69
Properties=species:S:1:pos:R:3:lowdin_charge:R:1
Ti -0.285 -0.499 0.786 1.212
C 2.080 -0.476 2.647 -0.063
N 1.275 0.523 1.877 -0.210
C 0.711 1.599 2.759 -0.046
C -0.782 1.508 2.899 -0.223
C -1.503 2.493 3.544 0.038
C -2.858 2.289 3.758 0.026
C -3.451 1.109 3.311 0.006
C -2.678 0.199 2.623 -0.077
N -1.364 0.402 2.414 0.005
C 2.116 1.126 0.796 -0.087
C 2.396 0.058 -0.219 -0.255
C 3.498 0.039 -1.045 0.036
C 3.651 -1.019 -1.932 0.027
C 2.704 -2.035 -1.957 -0.005
C 1.621 -1.946 -1.116 -0.095
N 1.464 -0.916 -0.264 -0.003
C 1.295 -1.705 3.027 -0.223
C 1.741 -2.552 4.024 0.033
C 1.051 -3.732 4.262 0.023
C -0.062 -4.035 3.488 0.003
C -0.444 -3.149 2.506 -0.078
N 0.224 -2.004 2.271 -0.003
H 2.514 -0.009 3.532 0.148
H 2.916 -0.797 2.023 0.148
H 1.022 2.575 2.389 0.151
H 1.148 1.495 3.755 0.150
H -1.012 3.392 3.891 0.144
H -3.449 3.034 4.274 0.140
H -4.499 0.909 3.485 0.133
H -3.101 -0.716 2.225 0.128
H 3.041 1.531 1.215 0.160
H 1.552 1.928 0.314 0.121
H 4.235 0.827 -0.985 0.142
H 4.511 -1.058 -2.588 0.140
H 2.804 -2.880 -2.623 0.136
H 0.859 -2.714 -1.101 0.120
H 2.614 -2.295 4.609 0.141
H 1.378 -4.408 5.041 0.139
H -0.624 -4.945 3.644 0.133
H -1.307 -3.340 1.881 0.118
F -3.178 -2.115 -5.186 0.181
C -2.829 -2.000 -3.930 -0.174
C -2.962 -0.846 -3.274 0.057
N -2.584 -0.701 -1.928 0.022
C -2.894 0.576 -1.274 0.016
C -1.718 1.503 -0.963 -0.520
O -1.709 2.662 -1.207 0.190
O -0.770 0.896 -0.200 -0.161
C -2.029 -1.726 -1.288 -0.387
O -1.575 -1.650 -0.071 -0.096
N -1.917 -2.893 -1.923 0.260
C -2.265 -3.186 -3.286 -0.329
O -2.072 -4.266 -3.738 0.211
H -3.359 0.035 -3.754 0.163
H -3.407 0.383 -0.328 0.148
H -3.582 1.121 -1.913 0.153
H -1.540 -3.678 -1.405 0.186
S 0.153 0.385 -3.255 0.705
C 0.783 1.953 -3.279 -0.785
N 0.803 2.607 -4.485 0.085
C 1.235 3.870 -4.645 -0.008
C 1.691 4.550 -3.556 -0.004
C 1.689 3.847 -2.348 -0.077
N 1.270 2.601 -2.200 0.075
H 0.456 2.085 -5.281 0.149
H 1.203 4.277 -5.646 0.153
H 2.045 5.566 -3.627 0.127
H 2.061 4.335 -1.453 0.125
```

Computed properties:
Net charge: +3
ΔE to the lowest compared entry with this formula, charge and spin in kcal/mol: 15.8
M in g/mol: 637.5
Total energy in eV: -86217.220
HOMO in eV: -15.6943
Orbital gap in eV: 5.62


(3)
A molecular structure, C28H26FN8O4STi in a non-equilibrium geometry. Source: the Open Molecules 2025 dataset; level of theory: ωB97M-V/def2-TZVPD.

Structure (XYZ):
```
69
Properties=species:S:1:pos:R:3:lowdin_charge:R:1
Ti -0.667 -0.354 0.228 1.177
C -0.576 0.744 -2.596 -0.046
N 0.405 0.323 -1.548 -0.215
C 1.239 -0.794 -2.052 -0.092
C 0.382 -2.025 -2.133 -0.237
C 0.668 -3.068 -2.995 0.030
C -0.188 -4.159 -3.031 0.009
C -1.315 -4.147 -2.221 -0.002
C -1.524 -3.069 -1.385 -0.075
N -0.688 -2.024 -1.322 0.043
C 1.268 1.455 -1.146 -0.081
C 0.476 2.383 -0.270 -0.221
C 0.812 3.713 -0.080 0.031
C 0.003 4.496 0.728 0.007
C -1.111 3.917 1.325 0.000
C -1.361 2.578 1.111 -0.071
N -0.584 1.822 0.324 0.017
C -2.010 0.740 -2.126 -0.215
C -3.019 1.264 -2.917 0.036
C -4.307 1.331 -2.412 0.018
C -4.556 0.859 -1.128 0.002
C -3.512 0.308 -0.418 -0.082
N -2.260 0.244 -0.908 -0.028
H -0.494 0.085 -3.462 0.153
H -0.340 1.751 -2.945 0.152
H 2.054 -0.979 -1.353 0.138
H 1.674 -0.549 -3.023 0.156
H 1.539 -3.026 -3.636 0.138
H 0.004 -4.993 -3.692 0.135
H -2.024 -4.963 -2.239 0.129
H -2.399 -3.028 -0.752 0.117
H 1.664 1.982 -2.018 0.155
H 2.119 1.068 -0.581 0.136
H 1.690 4.122 -0.562 0.138
H 0.231 5.543 0.878 0.134
H -1.776 4.502 1.943 0.129
H -2.206 2.093 1.582 0.130
H -2.800 1.622 -3.915 0.142
H -5.110 1.749 -3.004 0.137
H -5.542 0.915 -0.690 0.132
H -3.662 -0.101 0.573 0.121
F -2.612 -4.113 5.864 0.166
C -2.405 -3.565 4.689 -0.171
C -1.205 -3.074 4.369 0.085
N -0.934 -2.458 3.144 0.052
C 0.472 -2.101 2.887 -0.029
C 0.630 -0.842 2.014 -0.841
O 0.903 -1.127 0.712 -0.206
O -0.360 0.040 2.078 -0.164
C -1.924 -2.316 2.240 -0.360
O -1.804 -1.739 1.118 -0.079
N -3.123 -2.834 2.559 0.253
C -3.529 -3.508 3.756 -0.340
O -4.638 -3.917 3.875 0.203
H -0.388 -3.159 5.070 0.158
H 0.975 -2.923 2.374 0.160
H 0.940 -1.943 3.853 0.109
H -3.860 -2.740 1.872 0.182
S 2.369 0.000 2.546 1.100
C 2.163 0.597 4.150 -0.602
N 3.253 1.146 4.750 0.112
C 3.200 1.645 6.001 0.017
C 2.016 1.599 6.684 0.024
C 0.932 1.012 6.025 -0.028
N 1.012 0.516 4.795 0.115
H 4.130 1.160 4.239 0.171
H 4.109 2.060 6.414 0.160
H 1.933 1.987 7.688 0.136
H -0.038 0.936 6.502 0.139
```

Computed properties:
Net charge: +3
ΔE to the lowest compared entry with this formula, charge and spin in kcal/mol: 5.4
M in g/mol: 637.5
Total energy in eV: -86217.670
HOMO in eV: -16.9097
Orbital gap in eV: 8.13


- What is the total energy in the third record?
  -86217.670 eV


- Among the records above, which one has the highest total energy?
  C28H26F3NO4